1.
110
Properties=species:S:1:pos:R:3 method="wB97M-V/def2-TZVPD" lumo_ev=-4.6 max_force_ha_per_bohr=0.0206 total_charge=+2 de_lowest_kj_mol=71.70 spin_multiplicity=1 total_energy_ha=-7239.98277
Y -0.6216 -0.1746 0.3753
Br 6.5230 -2.1963 -0.2377
As -2.3428 -3.3066 0.1850
O 0.5700 -2.1991 0.4330
O -2.5599 3.2001 0.7099
O 1.8201 -0.0898 1.0047
O -1.4350 1.4909 1.6369
N 1.6820 -5.3504 -1.4362
N -2.9679 5.6167 3.4403
N 0.9912 -5.1796 0.6895
N 0.1754 2.0907 -0.5830
N -2.8947 3.3345 3.8370
N -1.0023 4.4367 3.1472
N -2.2248 -1.4404 -0.0868
C -4.7711 -4.8047 -2.8693
C 4.6564 -2.2493 -0.0125
C 2.6361 -1.1532 0.5893
C 2.4755 0.9507 1.7535
C 2.5852 -3.4673 -0.1085
C -5.0835 -2.9549 -0.8121
C -0.5480 -8.3228 -1.4289
C -7.1222 -4.4302 -3.6751
C -2.4359 -5.3440 -2.2121
C -3.8284 -4.5810 2.2958
C -0.7034 5.5830 0.9342
C -0.1714 3.0998 0.4547
C -2.2442 0.4147 -3.8681
C -4.1113 -5.6721 1.2927
C 0.3624 -6.3033 0.1763
C -4.3359 -4.7477 3.5794
C -5.9901 -4.1461 -2.7305
C -3.7107 -4.5695 -2.0091
C -0.9857 -8.2155 -0.0979
C -3.2319 -2.7867 4.3214
C -2.2985 4.4709 3.4617
C -4.0730 -3.8519 4.6053
C 4.0054 -1.0992 0.4354
C -0.2842 5.4793 2.3988
C -1.9104 -0.9399 -3.7740
C -1.9330 -1.6004 -2.5640
C 0.3379 -7.4158 -1.9733
C -1.7785 -1.3930 2.9111
C 1.7864 -4.6883 -0.3290
C -0.1060 4.5424 -0.0189
C -3.8713 -3.6341 -0.9719
C -0.5417 -7.2027 0.7313
C 0.7968 -6.3885 -1.1503
C -2.6406 0.4421 -1.4945
C -2.7107 -2.5754 3.0482
C -6.1218 -3.2294 -1.7012
C -2.6046 1.1001 -2.7295
C -4.6409 -4.0644 5.9791
C 3.9678 -3.4143 -0.2798
C -3.0572 -3.4433 2.0042
C -1.5284 2.6190 0.9648
C -5.3735 -1.9562 0.2808
C -2.3336 -0.9289 -1.3841
C 1.9383 -2.3183 0.3030
H 0.5375 2.9462 1.2658
H -2.9609 -2.1036 5.1197
H -1.4098 -1.0940 3.8921
H -0.6170 4.6279 -0.9806
H -1.6581 -2.6467 -2.5238
H -1.6832 -8.9478 0.2870
H -3.8598 3.3596 4.1239
H -5.8393 -1.0667 -0.1476
H -2.2773 -0.5323 2.4628
H -6.0830 -2.3795 0.9957
H 1.6902 1.5056 2.2561
H -0.9178 -9.1389 -2.0348
H 4.4938 -4.2973 -0.6150
H 0.9461 4.7830 -0.2050
H -2.5919 2.4822 3.3749
H 1.1585 2.1687 -0.8429
H 0.0324 -3.0166 0.2599
H -4.2952 -5.0097 6.3995
H -2.9028 2.1405 -2.7820
H 3.1410 0.5107 2.4946
H -4.3340 -6.5990 1.8207
H 4.5760 -0.2092 0.6451
H 3.0467 1.6022 1.0933
H -1.7919 5.5395 0.8800
H -4.9622 -5.4341 0.6529
H -4.3500 -3.2662 6.6602
H 1.1158 -4.9674 1.6656
H -0.3530 2.3031 -1.4287
H -2.2217 -6.0069 -1.3703
H 0.7782 5.2595 2.5086
H -2.5070 -5.9656 -3.1028
H -2.2357 0.9090 -4.8297
H -7.0639 -2.7062 -1.5762
H -5.7303 -4.1034 5.9476
H -4.9442 -5.6223 3.7835
H -0.8706 -1.6626 2.3444
H 0.6762 -7.4971 -2.9972
H -3.9694 5.6309 3.5336
H -6.8388 -4.2004 -4.7032
H -2.4979 6.4979 3.3280
H -0.5263 3.5814 3.3828
H -4.4908 -1.6430 0.8282
H -3.0395 0.9580 -0.6234
H -8.0048 -3.8434 -3.4268
H -7.3968 -5.4854 -3.6433
H -0.8720 -7.1277 1.7597
H -1.5567 -4.7049 -2.3281
H -0.4256 6.4343 2.9082
H -1.6207 -1.4799 -4.6663
H -3.2610 -5.8757 0.6376
H -0.4128 6.5692 0.5706
H -4.6458 -5.5237 -3.6715

=====

2.
74
Properties=species:S:1:pos:R:3 method="wB97M-V/def2-TZVPD" lumo_ev="-3.1 / -5.1" max_force_ha_per_bohr=0.0266 total_charge=+1 de_lowest_kj_mol=55.46 spin_multiplicity=6 total_energy_ha=-6012.14640
I -5.9542 -0.6266 -5.4459
I -0.0724 -0.0055 -4.8247
Te 0.2875 2.3801 -0.6648
Fe -1.2979 0.1268 0.2462
Cl -2.8980 1.8970 3.8713
Cl -2.5130 -1.3893 1.8599
Cl 1.6281 1.2339 3.9138
Cl -0.7151 -2.6629 6.8203
Cl -2.5939 2.6125 1.0187
O -1.0325 0.1961 -1.6994
O -0.4081 0.5338 1.9037
N -3.3692 0.0218 -0.6351
N 1.3216 -3.6844 0.6927
N 2.8459 -1.8302 0.3809
N 0.4443 -1.5002 0.0072
N 1.7813 -2.8572 -1.5341
C -1.9354 -0.0644 -3.9103
C 4.1433 2.8703 -2.3990
C 0.3368 -0.7379 5.2372
C 4.0535 4.2313 0.0173
C 0.6742 -1.9284 -1.4140
C -5.7163 -0.3386 -2.0806
C 2.5426 -3.0279 1.1690
C 5.1719 4.3291 -0.7912
C -0.6392 -1.7161 5.3719
C 1.7805 3.2733 0.5394
C -2.0398 0.0305 -2.5457
C 3.0121 2.7733 -1.5915
C -4.5361 -0.0493 -0.0253
C -4.3282 -0.3419 -4.1808
C 5.2217 3.6387 -1.9972
C 1.5028 -4.0402 -0.7168
C -0.4874 -0.1682 3.0156
C -4.4906 -0.2558 -2.7722
C -3.3364 -0.0724 -1.9894
C -1.5493 -1.9436 4.3563
C 0.2187 -2.7511 0.8037
C -3.0804 -0.2478 -4.7239
C -5.7402 -0.2342 -0.7164
C -3.4568 2.9167 2.5654
C -1.4380 -1.1633 3.2240
C 2.9954 -2.2203 -1.0225
C 1.7371 -0.9063 0.4993
C 0.4030 0.0187 4.0817
C 2.9736 3.4423 -0.3715
C 1.8287 1.9486 -2.0392
H -0.2375 -2.4057 -1.7783
H -4.5055 2.7194 2.3843
H 0.5950 -4.5226 -1.0833
H 3.8292 -2.9163 -1.1129
H 4.0150 4.7706 0.9560
H 0.0939 -2.4799 1.8495
H -6.6684 -0.2956 -0.1665
H 3.2152 -1.3321 -1.6194
H 6.0993 3.7060 -2.6259
H -2.9521 -0.3166 -5.7951
H 1.0476 -0.5662 6.0335
H 2.4118 -2.7427 2.2145
H -3.2742 3.9546 2.8116
H -2.3133 -2.7029 4.4461
H 0.8636 -1.0482 -2.0165
H 1.4040 4.2143 0.9362
H 4.1704 2.3512 -3.3498
H 6.0061 4.9456 -0.4843
H 1.6156 -0.6124 1.5378
H 1.9966 2.6152 1.3834
H 1.4653 2.2154 -3.0286
H 2.3332 -4.7405 -0.8033
H -4.5329 0.0489 1.0532
H 1.9507 -0.0157 -0.0895
H 3.3754 -3.7269 1.0946
H -0.6928 -3.2287 0.4408
H 2.0455 0.8809 -2.0536
H -6.6328 -0.4801 -2.6380

=====

3.
17
Properties=species:S:1:pos:R:3 method="wB97M-V/def2-TZVPD" lumo_ev="3.4 / 3.4" max_force_ha_per_bohr=0.0327 total_charge=-1 de_lowest_kj_mol=29.53 spin_multiplicity=2 total_energy_ha=-1084.15784
S -0.9990 3.0610 -1.3987
S 0.5239 2.5604 0.3576
O 1.3506 -2.4578 0.9628
N -0.8002 -0.8957 0.2138
C -1.2996 -0.8546 -1.1662
C 0.4222 0.9610 1.3070
C 0.5168 -0.2740 0.4050
C 1.5029 -1.2579 0.9858
H -0.4381 2.4026 -2.4252
H -0.4082 0.8964 2.0094
H -1.7086 0.1349 -1.3587
H 0.8520 0.0965 -0.5655
H -2.0001 -1.6722 -1.2823
H -0.7192 -1.8612 0.5278
H 1.3408 1.0336 1.8974
H -0.5249 -1.1002 -1.9153
H 2.3888 -0.7728 1.4453

=====

4.
13
Properties=species:S:1:pos:R:3 method="wB97M-V/def2-TZVPD" lumo_ev=1.1 max_force_ha_per_bohr=0.0173 de_lowest_kj_mol=433.28 spin_multiplicity=1 total_energy_ha=-286.46662
O 1.3968 -0.0139 -0.7699
N -0.0109 1.5265 0.7718
C -0.0725 -1.7057 0.0277
C 0.2584 -0.5127 -0.8475
C -0.9973 1.1792 -0.0711
C 1.1426 1.3751 1.0104
H -1.0014 1.7892 -0.9730
H 0.5281 -1.6402 0.9412
H 0.2372 -2.6164 -0.5022
H -1.9708 0.9941 0.3769
H 1.9676 1.8412 1.5197
H -0.3400 -0.3890 -1.7645
H -1.1326 -1.7987 0.2786

=====

5.
75
Properties=species:S:1:pos:R:3 method="wB97M-V/def2-TZVPD" lumo_ev=-1.3 max_force_ha_per_bohr=0.0425 de_lowest_kj_mol=166.39 spin_multiplicity=1 total_energy_ha=-4781.32832
Ca -0.2507 0.6228 0.0305
S 2.4074 0.1544 0.8188
S -3.5882 -2.2263 2.6701
S -3.0229 -0.7817 0.2290
S 4.9010 -0.1304 -0.2727
F 3.5170 1.9334 2.4562
F 3.8428 -0.1540 3.0182
F 4.7596 2.0791 -1.7261
F 3.4031 0.5238 -2.3931
F 5.5200 0.3518 -2.7808
F 1.9154 0.7801 3.3045
O 2.0777 1.3836 0.0846
O 2.0462 -7.0317 -0.5646
O 5.7801 -1.1987 -0.6090
O 5.2969 0.8923 0.6540
O 1.1945 -0.6031 1.1457
N -0.3810 -2.6558 -0.2802
N 3.4505 -0.7731 0.1323
N -2.1972 1.7628 -2.4563
N 1.1693 -7.1626 1.5107
N -2.7360 2.2285 -0.1370
N -0.1442 2.9266 0.6914
N -1.3219 0.8498 2.0553
N -2.0404 -0.1051 2.7260
N -1.2359 1.0802 -2.0986
C -2.7340 -0.8872 1.9043
C -0.8550 0.6689 -4.5339
C 0.4112 3.9561 0.0535
C 0.8662 5.0956 0.6911
C -0.2627 2.9921 2.0313
C 0.3254 -4.3864 1.2188
C 0.7575 5.1558 2.0700
C -0.5225 0.4418 -3.2058
C 0.5090 -0.4295 -2.8817
C 1.2314 -1.0565 -3.8883
C -3.0738 -2.1647 4.3967
C -0.2319 -3.1471 0.9501
C 4.6204 0.7687 -1.9000
C -3.0016 2.3847 -1.4254
C 0.9060 -0.8277 -5.2125
C 0.0472 -3.4255 -1.2842
C -4.0885 3.0758 -1.9237
C 0.6228 -4.6730 -1.1205
C 1.3903 -6.5337 0.3267
C 0.1830 4.0956 2.7461
C -4.7083 3.4891 0.3322
C -0.1403 0.0340 -5.5325
C -3.5813 2.7729 0.7238
C 0.7624 -5.1706 0.1627
C -4.9663 3.6493 -1.0145
C -0.9669 1.8778 2.7228
C 2.9895 0.7249 2.5189
H -5.8350 4.1964 -1.3555
H -1.6641 1.3437 -4.7726
H 0.9602 -5.2552 -1.9664
H 0.0785 4.1121 3.8232
H 1.1172 6.0190 2.6147
H -2.1963 -2.7868 4.5665
H -5.3663 3.9040 1.0836
H 0.8009 -0.6528 -1.8595
H 2.0436 -1.7212 -3.6240
H -1.2260 1.9807 3.7749
H -2.8510 -1.1380 4.6717
H -0.3970 0.2120 -6.5686
H 0.4335 -4.6936 2.2511
H -0.5758 -2.5221 1.7667
H 0.5043 3.8578 -1.0230
H -4.2332 3.1404 -2.9931
H -3.3641 2.6161 1.7750
H 0.5700 -6.7864 2.2199
H 1.5716 -8.0741 1.6405
H 1.3051 5.9020 0.1206
H 1.4662 -1.3184 -5.9978
H -0.0939 -3.0272 -2.2831
H -3.9005 -2.5362 5.0005

=====

6.
8
Properties=species:S:1:pos:R:3 method="wB97M-V/def2-TZVPD" lumo_ev=4.3 max_force_ha_per_bohr=0.1036 total_charge=-1 de_lowest_kj_mol=87.48 spin_multiplicity=1 total_energy_ha=-449.13621
O -3.2038 -0.3705 -1.1032
O -1.7502 1.3947 -0.3269
O 0.2154 1.9578 0.5356
O -2.8107 -0.1869 1.0637
N -0.0880 -0.0439 -0.0048
N -0.5784 1.1211 0.0757
C -2.7728 -0.0751 -0.0699
H 0.8520 -0.0748 0.2570